72
Properties=species:S:1:pos:R:3:mulliken_charge:R:1 method="wB97M-V/def2-TZVPD" orbital_gap_ev=7.2 lumo_ev=-0.28 smiles="Cc1cc(-c2cc(OC(=O)c3ccccc3)ccc2Cl)cc2nnc(Nc3ccc(OCCN4CCCC4)cc3)nc12" de_lowest_kj_mol=0.0 fmax_ha_per_bohr=0.0221 homo_energy_ev=-7.475
C 1.699 0.282 -1.699 -1.552
C 0.263 0.225 -2.107 1.099
C -0.131 0.033 -3.403 -0.736
C -1.493 -0.027 -3.783 -0.090
C -1.851 -0.243 -5.196 -0.185
C -2.725 -1.276 -5.523 -0.267
C -3.081 -1.506 -6.842 0.095
O -3.907 -2.546 -7.226 -0.305
C -5.003 -2.869 -6.504 0.770
O -5.365 -2.272 -5.523 -0.620
C -5.712 -4.033 -7.084 0.131
C -6.905 -4.435 -6.485 -0.434
C -7.603 -5.516 -6.989 -0.542
C -7.114 -6.202 -8.090 -0.378
C -5.927 -5.807 -8.686 -0.577
C -5.224 -4.726 -8.189 -0.337
C -2.560 -0.713 -7.859 -0.612
C -1.700 0.320 -7.545 -0.684
C -1.353 0.556 -6.224 0.565
Cl -0.327 1.904 -5.869 -0.202
C -2.477 0.094 -2.834 -0.582
C -2.115 0.302 -1.491 0.240
N -3.070 0.446 -0.547 -0.515
N -2.742 0.631 0.666 -0.605
C -1.422 0.678 1.015 0.284
N -1.239 0.864 2.340 -0.019
C -0.071 0.943 3.092 0.372
C 1.204 0.853 2.534 -0.284
C 2.317 0.931 3.340 -0.731
C 2.201 1.103 4.721 0.496
O 3.368 1.151 5.416 -0.291
C 3.323 1.371 6.808 -0.630
C 4.765 1.476 7.310 -0.789
N 5.325 2.777 6.993 -0.037
C 5.033 3.792 7.992 -0.823
C 6.151 3.711 9.059 -0.609
C 7.295 2.972 8.348 -0.493
C 6.773 2.803 6.906 -0.836
C 0.929 1.197 5.277 -0.330
C -0.189 1.118 4.467 -1.009
N -0.411 0.559 0.170 -0.337
C -0.743 0.369 -1.117 0.245
H 1.909 -0.501 -0.972 0.321
H 2.353 0.161 -2.558 0.413
H 1.908 1.237 -1.219 0.342
H 0.620 -0.097 -4.169 0.579
H -3.117 -1.898 -4.735 0.580
H -7.265 -3.885 -5.629 0.432
H -8.527 -5.826 -6.525 0.398
H -7.659 -7.048 -8.483 0.385
H -5.549 -6.345 -9.543 0.393
H -4.299 -4.415 -8.649 0.438
H -2.840 -0.910 -8.881 0.466
H -1.302 0.953 -8.322 0.438
H -3.524 0.052 -3.089 0.669
H -2.108 0.941 2.852 0.221
H 1.303 0.720 1.470 0.647
H 3.307 0.862 2.919 0.415
H 2.781 2.299 7.030 0.353
H 2.817 0.532 7.308 0.449
H 4.781 1.255 8.389 0.408
H 5.344 0.710 6.791 0.397
H 5.062 4.765 7.493 0.413
H 4.039 3.652 8.416 0.308
H 5.811 3.159 9.934 0.255
H 6.448 4.706 9.385 0.344
H 8.229 3.529 8.373 0.373
H 7.469 1.996 8.801 0.241
H 7.049 3.676 6.308 0.356
H 7.156 1.911 6.412 0.404
H 0.793 1.328 6.339 0.387
H -1.171 1.191 4.914 0.321

75
Properties=species:S:1:pos:R:3:mulliken_charge:R:1 method="wB97M-V/def2-TZVPD" orbital_gap_ev=6.9 lumo_ev=-3.59 de_lowest_kj_mol=113.1 fmax_ha_per_bohr=0.0183 homo_energy_ev=-10.485 total_charge=+1
Ta -0.431 -0.370 0.110 1.337
C -3.813 2.815 5.243 -1.540
C -2.767 2.419 4.238 0.591
C -2.348 3.298 3.237 -1.329
C -1.428 2.908 2.283 0.340
C -0.876 1.626 2.285 -0.920
N 0.099 1.260 1.289 0.166
C 1.197 2.182 1.364 0.960
C 1.536 2.711 2.616 -0.541
C 2.473 3.706 2.778 -1.040
C 3.157 4.223 1.679 0.177
C 4.163 5.333 1.832 -1.587
C 2.913 3.626 0.459 -0.612
C 1.959 2.619 0.294 0.466
N 1.915 1.950 -0.956 0.287
C 2.480 2.381 -2.104 -0.200
C 2.776 1.277 -2.858 -1.219
C 2.340 0.191 -2.089 -0.343
N 1.803 0.591 -0.941 -0.181
C -1.263 0.778 3.302 0.103
C -2.202 1.156 4.254 -0.328
N -0.671 -0.498 3.407 0.495
C -0.286 -1.119 4.539 -0.303
C 0.140 -2.377 4.197 -1.453
C -0.015 -2.444 2.811 -0.532
N -0.511 -1.302 2.333 0.624
H -3.883 3.897 5.333 0.410
H -3.599 2.397 6.227 0.380
H -4.795 2.446 4.937 0.269
H -2.748 4.305 3.207 0.427
H -1.094 3.618 1.536 0.797
H 1.033 2.330 3.495 0.461
H 2.685 4.082 3.773 0.440
H 3.752 6.138 2.443 0.388
H 4.451 5.748 0.868 0.365
H 5.064 4.973 2.332 0.321
H 3.509 3.921 -0.395 0.446
H 2.640 3.427 -2.308 0.559
H 3.237 1.251 -3.831 0.479
H 2.422 -0.857 -2.322 0.469
H -2.494 0.438 5.012 0.513
H -0.321 -0.614 5.491 0.538
H 0.515 -3.142 4.854 0.485
H 0.200 -3.263 2.146 0.572
S 1.638 -3.850 -2.245 -0.132
C 0.981 -2.608 -1.440 0.175
S 1.358 -2.179 0.200 -0.246
S -0.173 -1.496 -2.147 -0.371
N -0.292 1.095 -3.679 -0.094
C -1.088 1.826 -2.871 0.644
C -1.762 2.933 -3.434 -1.107
C -2.534 3.741 -2.653 -0.559
C -2.636 3.456 -1.288 -1.396
C -1.964 2.367 -0.814 -0.218
N -1.199 1.532 -1.558 0.652
H -0.378 1.217 -4.672 0.253
H 0.118 0.234 -3.358 -0.097
H -1.646 3.123 -4.494 0.408
H -3.057 4.585 -3.083 0.441
H -3.224 4.067 -0.617 0.523
H -2.029 2.129 0.226 0.121
Cl -1.848 -2.777 -0.031 -0.077
C -3.034 -2.550 1.225 1.150
C -3.609 -3.612 1.889 -0.782
C -4.478 -3.325 2.936 -0.494
C -4.727 -2.004 3.281 -1.004
C -4.149 -0.963 2.562 -0.053
C -3.294 -1.220 1.498 -0.468
C -2.678 -0.157 0.640 -1.271
H -3.393 -4.632 1.597 0.485
H -4.954 -4.134 3.476 0.418
H -5.386 -1.783 4.111 0.429
H -4.376 0.065 2.820 0.625
H -2.948 0.814 1.045 0.421
H -3.113 -0.227 -0.371 0.883

72
Properties=species:S:1:pos:R:3:mulliken_charge:R:1 method="wB97M-V/def2-TZVPD" orbital_gap_ev=6.3 lumo_ev=2.42 de_lowest_kj_mol=4.8 fmax_ha_per_bohr=0.0572 homo_energy_ev=-3.899 total_charge=-1
Cu -0.390 -0.318 0.094 -0.566
C 0.372 1.807 3.161 -1.241
C -0.827 1.182 3.805 0.652
C -0.855 1.005 5.186 -0.697
C -1.926 0.385 5.806 -0.805
C -3.040 0.003 5.002 -0.677
C -3.032 0.134 3.604 1.781
C -4.257 -0.330 2.792 -1.779
C -1.889 0.729 2.980 -0.567
N -1.735 0.730 1.587 0.795
C -2.596 1.492 0.865 -0.431
O -3.600 2.120 1.223 -0.790
C -2.101 1.848 -0.506 0.419
C -2.787 2.769 -1.324 -0.541
C -2.237 3.119 -2.561 -0.455
C -0.961 2.669 -2.873 -0.945
C -0.370 1.701 -2.035 0.768
N -0.987 1.272 -0.925 0.580
C 1.079 1.363 -2.216 -0.297
O 1.719 1.757 -3.206 -0.768
N 1.643 0.736 -1.127 0.544
C 2.958 0.875 -0.845 0.178
C 3.701 -0.180 -0.234 0.574
C 2.976 -1.398 0.272 -0.739
C 5.088 -0.100 -0.097 -0.619
C 5.778 1.044 -0.474 -0.777
C 5.044 2.157 -0.877 -0.704
C 3.659 2.128 -0.977 0.806
C 2.909 3.438 -1.055 -1.458
H 1.192 1.697 3.856 0.426
H 0.250 2.857 2.942 0.291
H 0.629 1.305 2.234 -0.084
H 0.040 1.282 5.741 0.328
H -1.961 0.107 6.862 0.362
H -3.948 -0.416 5.464 0.330
H -4.737 -1.076 3.400 0.548
H -3.984 -0.791 1.847 0.246
H -4.934 0.478 2.615 0.321
H -3.684 3.229 -0.936 0.503
H -2.773 3.781 -3.235 0.423
H -0.370 3.040 -3.689 0.527
H 2.177 -1.691 -0.416 -0.473
H 2.570 -1.285 1.282 0.287
H 3.656 -2.267 0.251 0.419
H 5.592 -0.969 0.294 0.377
H 6.873 1.044 -0.437 0.319
H 5.548 3.109 -1.129 0.322
H 3.599 4.243 -0.826 0.496
H 2.046 3.455 -0.376 0.142
H 2.556 3.601 -2.082 0.216
N 0.424 -2.864 -1.852 0.157
C -0.180 -2.197 -2.914 0.595
C 0.604 -1.945 -4.090 -0.845
C -0.037 -1.342 -5.163 -0.251
C -1.381 -1.059 -5.114 -0.633
C -2.031 -1.344 -3.916 -0.227
N -1.452 -1.844 -2.833 -0.284
C -0.132 -3.184 -0.589 0.342
C -0.190 -4.534 -0.150 -1.048
C -0.760 -4.834 1.083 -0.436
C -1.251 -3.790 1.884 -0.825
C -1.198 -2.515 1.385 0.126
N -0.552 -2.216 0.243 0.636
H 1.253 -3.391 -2.138 0.304
H 1.663 -2.261 -4.153 0.257
H 0.570 -1.131 -6.039 0.375
H -1.939 -0.544 -5.884 0.371
H -3.072 -1.077 -3.782 0.390
H 0.077 -5.301 -0.876 0.387
H -0.772 -5.849 1.415 0.425
H -1.734 -3.986 2.837 0.485
H -1.582 -1.657 1.937 0.135

83
Properties=species:S:1:pos:R:3:mulliken_charge:R:1 method="wB97M-V/def2-TZVPD" orbital_gap_ev=8.0 lumo_ev=-3.29 de_lowest_kj_mol=24.7 fmax_ha_per_bohr=0.0404 homo_energy_ev=-11.259 total_charge=+1
Pb 0.048 0.561 -0.640 2.068
O 4.416 -0.158 -2.233 -0.481
C 3.283 -0.023 -1.578 0.377
O 2.195 -0.116 -2.104 -0.586
C 3.494 0.267 -0.123 0.070
C 4.768 0.346 0.440 -0.832
C 4.870 0.688 1.779 -1.326
C 3.717 0.966 2.500 -1.008
C 2.485 0.850 1.854 0.585
N 2.399 0.487 0.584 1.390
C 1.162 1.114 2.521 0.227
O 1.178 1.625 3.734 -0.493
O 0.109 0.824 1.997 -0.490
H 4.280 -0.277 -3.188 0.421
H 5.645 0.149 -0.156 0.659
H 5.834 0.748 2.257 0.497
H 3.801 1.251 3.539 0.546
H 2.046 1.941 4.023 0.345
O -2.296 -0.311 0.379 0.928
C -3.300 0.505 0.962 -0.968
C -3.919 1.505 -0.017 -0.910
C -2.966 2.667 -0.376 0.224
C -2.568 2.634 -1.822 0.200
C -3.154 3.492 -2.749 -0.901
C -2.789 3.407 -4.081 -0.514
C -1.864 2.443 -4.455 -0.888
C -1.329 1.628 -3.476 -0.497
N -1.666 1.725 -2.193 0.305
H -2.697 -0.841 -0.323 -0.290
H -2.807 1.029 1.781 0.346
H -4.082 -0.142 1.377 0.251
H -4.832 1.898 0.430 0.451
H -4.207 0.974 -0.927 0.468
H -2.063 2.584 0.231 -0.862
H -3.444 3.621 -0.151 0.912
H -3.878 4.219 -2.421 0.527
H -3.227 4.066 -4.815 0.445
H -1.554 2.334 -5.482 0.479
H -0.602 0.860 -3.713 0.562
F 0.269 4.167 -2.733 -0.088
C 1.316 4.554 -2.004 0.249
F 2.408 4.214 -2.692 -0.258
F 1.289 5.886 -1.933 -0.277
C 1.291 3.856 -0.607 0.938
O 0.974 2.573 -0.724 -0.447
C 2.708 4.005 0.024 0.147
F 3.231 5.222 -0.046 -0.271
F 3.574 3.166 -0.556 -0.199
F 2.685 3.649 1.323 -0.252
C 0.286 4.631 0.299 0.024
F -0.098 3.866 1.328 -0.175
F 0.784 5.753 0.816 -0.289
F -0.823 4.957 -0.366 -0.255
O 0.144 -1.815 0.245 -0.650
S -0.399 -2.035 1.612 0.864
C 1.081 -2.691 2.566 -0.877
C 1.756 -3.798 1.840 -0.068
C 1.564 -5.125 2.216 -0.349
C 2.157 -6.150 1.501 -0.678
C 2.948 -5.862 0.402 -0.494
C 3.137 -4.545 0.016 -0.892
C 2.544 -3.517 0.727 0.443
C -1.308 -3.643 1.426 -1.426
C -2.560 -3.366 0.666 0.390
C -2.547 -3.380 -0.725 -0.207
C -3.707 -3.121 -1.438 -0.782
C -4.892 -2.857 -0.769 -0.416
C -4.909 -2.829 0.617 -0.642
C -3.746 -3.065 1.329 -0.210
H 0.712 -2.992 3.543 0.698
H 1.721 -1.813 2.666 -0.003
H 0.958 -5.357 3.081 0.417
H 1.992 -7.175 1.796 0.414
H 3.422 -6.660 -0.149 0.408
H 3.744 -4.319 -0.848 0.445
H 2.679 -2.490 0.414 0.432
H -1.512 -4.013 2.427 0.640
H -0.646 -4.313 0.881 0.383
H -1.628 -3.603 -1.246 0.341
H -3.689 -3.148 -2.518 0.458
H -5.802 -2.686 -1.324 0.448
H -5.833 -2.637 1.141 0.449
H -3.758 -3.029 2.409 0.379